{"formula": "C17H23AsN4O7PbS2", "method": "ωB97M-V/def2-TZVPD", "elements": ["Pb", "O", "As", "O", "O", "C", "C", "C", "C", "C", "C", "S", "O", "O", "O", "H", "H", "H", "H", "H", "O", "C", "C", "C", "C", "C", "C", "N", "H", "H", "H", "H", "H", "H", "H", "C", "C", "C", "N", "H", "H", "H", "H", "H", "C", "N", "C", "N", "S", "H", "H", "H", "H", "H", "H"], "coordinates": [[-0.49315, -0.77197, 0.40156], [1.13369, -1.49436, 3.59019], [-0.02155, -0.17446, 3.63748], [0.80585, 0.77883, 2.33371], [-1.10519, -0.74331, 2.35570], [2.00624, 1.43408, 2.35207], [2.43910, 2.20960, 3.41091], [3.64656, 2.88964, 3.30153], [4.41935, 2.80402, 2.15307], [4.00439, 2.00487, 1.09944], [2.80345, 1.31862, 1.20533], [2.32151, 0.18304, -0.02859], [0.94258, 0.65095, -0.49163], [3.29127, 0.12430, -1.07167], [2.02387, -1.10940, 0.64063], [1.34794, -1.86196, 4.45728], [1.83005, 2.30335, 4.30184], [3.98272, 3.49876, 4.12994], [5.35257, 3.34428, 2.08350], [4.60507, 1.88975, 0.20725], [-0.76840, -0.57038, -2.06481], [-2.09173, -0.77330, -2.55453], [-3.12734, -0.89620, -1.45619], [-4.47430, -0.89974, -1.77808], [-5.40680, -1.09538, -0.77470], [-4.97164, -1.28263, 0.53032], [-3.61852, -1.25098, 0.78578], [-2.72095, -1.06443, -0.19874], [-0.50561, 0.36021, -2.12543], [-2.07674, -1.71015, -3.11360], [-2.37213, 0.01962, -3.24713], [-4.78240, -0.75400, -2.80545], [-6.46345, -1.09974, -1.00693], [-5.66845, -1.44326, 1.34016], [-3.21970, -1.36712, 1.78310], [0.18237, 4.46873, 0.80341], [-1.20210, 4.06830, 0.26610], [-1.35486, 2.61778, 0.27217], [-1.42281, 1.47310, 0.26452], [0.35363, 5.52068, 0.58799], [0.97065, 3.88520, 0.32939], [0.23659, 4.32259, 1.88062], [-1.34613, 4.40550, -0.76152], [-2.00782, 4.49187, 0.86688], [1.14684, -4.32216, -3.83644], [0.36115, -4.01317, -2.64402], [0.81104, -3.33995, -1.60073], [2.03894, -2.88517, -1.54297], [-0.28195, -3.22846, -0.21890], [0.46177, -4.55427, -4.64606], [1.80250, -5.17718, -3.66950], [1.73531, -3.45462, -4.13165], [-0.55638, -4.42007, -2.55204], [2.68860, -2.99374, -2.30683], [2.31448, -2.31611, -0.74374]], "homo_ev": -14.178, "charge": 2, "energy_ev": -126038.6618}

---

{"formula": "C17H23BF8NO7S2", "method": "ωB97M-V/def2-TZVPD", "elements": ["C", "S", "O", "O", "C", "C", "F", "F", "C", "F", "F", "C", "C", "O", "S", "O", "O", "O", "C", "C", "C", "C", "N", "C", "C", "C", "C", "C", "C", "C", "O", "H", "H", "H", "H", "H", "H", "H", "H", "H", "H", "H", "H", "H", "H", "H", "H", "H", "H", "H", "H", "H", "H", "H", "B", "F", "F", "F", "F"], "coordinates": [[0.70052, 4.53290, -0.45458], [-0.52470, 3.21916, -0.90973], [-0.96019, 3.52889, -2.27393], [-1.66554, 3.45348, -0.02173], [0.17913, 1.51747, -0.71791], [1.41438, 1.40344, 0.25296], [2.51684, 1.96292, -0.43055], [1.72459, 0.05366, 0.35398], [1.36731, 2.09217, 1.65392], [0.17302, 2.59020, 2.07928], [1.77844, 1.14669, 2.61071], [0.78547, 1.16843, -2.17149], [-0.25852, 0.66427, -3.22678], [0.16836, -0.64967, -3.62580], [-2.01638, 0.50180, -2.67538], [-2.51394, -0.81121, -3.08800], [-2.82178, 1.49835, -3.37390], [-2.21735, 0.75033, -1.06241], [-0.93233, 0.38618, -0.46450], [-1.23135, 0.12444, 1.05261], [-2.28327, -1.01366, 1.32650], [-1.80532, -2.45918, 0.93046], [-0.50671, -2.86465, 1.50743], [0.38334, -3.49830, 0.50253], [1.87435, -3.03705, 0.71411], [2.65973, -2.74641, -0.49819], [4.03963, -2.29701, -0.46832], [4.66937, -2.09815, 0.83825], [3.90330, -2.39835, 2.03320], [2.52287, -2.88003, 2.01253], [1.86044, -3.17455, 3.20177], [0.66891, 4.75415, 0.63934], [0.32885, 5.45588, -0.97678], [1.72075, 4.31519, -0.85552], [2.13996, 2.90428, 1.70255], [1.60332, 0.40711, -2.11203], [1.23656, 2.11933, -2.56558], [-0.24208, 1.27876, -4.16695], [-0.04971, -0.79762, -4.55957], [-0.59829, -0.61092, -0.88519], [-0.31485, -0.04960, 1.67292], [-1.69187, 1.07463, 1.45128], [-3.20148, -0.77664, 0.72797], [-2.54759, -0.95949, 2.41588], [-2.57792, -3.16931, 1.34994], [-1.87264, -2.55115, -0.18607], [0.01077, -2.07576, 1.89057], [0.12818, -3.17144, -0.55173], [0.32797, -4.61671, 0.50013], [2.17453, -2.89758, -1.49558], [4.54776, -2.12728, -1.44229], [5.71500, -1.72366, 0.86189], [4.40045, -2.24219, 3.01955], [1.20063, -2.49339, 3.41315], [-5.22072, 1.46071, 0.90690], [-5.22714, 2.60662, 0.07523], [-5.43476, 0.29423, 0.11804], [-3.95805, 1.35317, 1.56338], [-6.25023, 1.57215, 1.88152]], "homo_ev": -6.912, "charge": -1, "energy_ev": -77914.9678}

---

{"formula": "C17H23BN6O6Ru", "method": "ωB97M-V/def2-TZVPD", "elements": ["Ru", "C", "C", "N", "N", "C", "B", "N", "C", "C", "C", "N", "N", "C", "C", "C", "N", "H", "H", "H", "H", "H", "H", "H", "H", "H", "H", "O", "C", "O", "C", "O", "C", "C", "O", "O", "H", "H", "H", "H", "H", "C", "C", "C", "O", "C", "H", "H", "H", "H", "H", "H", "H", "H"], "coordinates": [[0.47620, 0.06006, -0.23685], [0.90960, 4.47785, 0.01336], [0.44626, 3.33742, -0.63494], [0.82543, 2.24807, 0.03303], [1.52527, 2.66048, 1.11318], [1.58543, 3.99793, 1.12084], [2.15871, 1.63295, 2.07517], [1.03059, 0.76293, 2.70019], [0.69818, 0.65949, 3.99104], [-0.40914, -0.16436, 4.10488], [-0.70190, -0.52856, 2.79786], [0.16769, 0.03386, 1.95463], [3.11206, 0.74568, 1.24032], [4.44179, 0.62676, 1.34063], [4.90484, -0.11350, 0.26819], [3.76121, -0.41819, -0.46183], [2.68446, 0.10112, 0.13081], [0.77287, 5.50355, -0.27848], [-0.13279, 3.24521, -1.53949], [2.10551, 4.51905, 1.90708], [2.76269, 2.18451, 2.94428], [1.26737, 1.17612, 4.74545], [-0.92230, -0.45651, 5.00340], [-1.47480, -1.17744, 2.41938], [4.97234, 1.08591, 2.15781], [5.92116, -0.38301, 0.04390], [3.66654, -0.95907, -1.38905], [-3.96756, 1.37710, -0.08602], [-2.85988, 0.66600, -0.12902], [-1.75432, 1.14772, -0.25113], [-3.11027, -0.81568, 0.01806], [-1.93607, -1.55428, -0.22228], [-1.81080, -1.98845, -1.58177], [-1.27270, -0.87662, -2.48646], [-1.86099, -0.50711, -3.46486], [-0.10446, -0.38677, -2.08762], [-3.75430, 2.32043, -0.17376], [-3.92619, -1.10550, -0.64828], [-3.43562, -1.00328, 1.04330], [-2.76900, -2.33688, -1.96498], [-1.09820, -2.81106, -1.57197], [1.22969, -4.52288, -0.65246], [1.30327, -4.46955, 0.87391], [0.72304, -3.09672, 1.19306], [0.91072, -2.29864, -0.00524], [1.57857, -3.09326, -1.01050], [0.21911, -4.76856, -0.98452], [1.92349, -5.23728, -1.09041], [2.34186, -4.53227, 1.20004], [0.74424, -5.26668, 1.35919], [1.22060, -2.60224, 2.02655], [-0.34936, -3.13789, 1.38689], [2.65679, -2.93056, -0.93938], [1.22759, -2.75960, -1.98626]], "homo_ev": [-12.164, -12.230], "charge": 1, "energy_ev": -42480.7834, "multiplicity": 6, "s2": 8.76}

---

{"formula": "C17H23BN8O3OsS", "method": "ωB97M-V/def2-TZVPD", "elements": ["Os", "C", "C", "C", "C", "N", "N", "B", "N", "C", "C", "C", "C", "N", "N", "C", "C", "C", "C", "N", "N", "C", "C", "C", "C", "N", "H", "H", "H", "H", "H", "H", "H", "H", "H", "H", "H", "H", "H", "H", "H", "H", "H", "H", "H", "H", "C", "S", "O", "O", "O", "H", "H", "H"], "coordinates": [[-0.34207, -1.46354, -0.74356], [-0.17765, -3.65347, 2.01986], [0.23902, -2.23444, 2.12952], [0.84879, -1.62814, 3.21501], [1.02866, -0.30117, 2.87446], [0.54584, -0.07967, 1.64677], [0.07181, -1.27546, 1.16384], [0.41139, 1.16954, 0.73280], [-1.02821, 1.21957, 0.17986], [-2.02934, 2.09811, 0.30975], [-3.16403, 1.59491, -0.30171], [-2.81055, 0.35521, -0.80494], [-3.63456, -0.61961, -1.56645], [-1.50008, 0.13289, -0.49863], [1.36823, 0.94069, -0.45047], [2.46964, 1.52836, -0.91920], [2.96617, 0.79387, -1.98752], [2.12108, -0.27964, -2.14456], [2.18944, -1.34672, -3.17592], [1.13689, -0.20271, -1.18047], [0.67199, 2.50164, 1.48785], [0.39538, 2.86763, 2.83624], [0.67023, 4.18034, 2.97841], [1.10369, 4.61228, 1.69969], [1.51895, 5.92008, 1.22083], [1.06709, 3.52066, 0.80684], [-0.24001, -4.06793, 3.02352], [0.55623, -4.24291, 1.46643], [-1.14881, -3.76048, 1.54274], [1.12095, -2.10790, 4.14024], [1.49683, 0.48490, 3.44562], [-1.89210, 3.04130, 0.81487], [-4.12517, 2.07441, -0.38006], [-4.59278, -0.17097, -1.81566], [-3.82178, -1.51835, -0.97810], [-3.14826, -0.90423, -2.50146], [2.84562, 2.44122, -0.49128], [3.83457, 1.02553, -2.58091], [2.96324, -1.09290, -3.89608], [1.24731, -1.43712, -3.71856], [2.43794, -2.31195, -2.73746], [-0.01036, 2.15637, 3.53796], [0.57782, 4.77885, 3.87034], [1.71660, 6.61409, 2.03314], [0.70902, 6.33634, 0.59826], [2.37766, 5.83404, 0.54883], [-1.49075, -4.46390, -3.00465], [-0.81946, -4.04597, -1.44700], [0.40190, -3.12292, -1.66657], [-0.55953, -5.19431, -0.67495], [-1.72189, -2.98898, -0.77229], [-0.76510, -5.12225, -3.48480], [-1.67644, -3.56998, -3.59549], [-2.41103, -5.01521, -2.80495]], "homo_ev": [-17.144, -17.135], "charge": 3, "energy_ev": -50015.5924, "multiplicity": 2, "s2": 0.86}

---

{"formula": "C17H23Cl20F2P", "method": "ωB97M-V/def2-TZVPD", "elements": ["C", "C", "C", "C", "C", "C", "C", "C", "C", "C", "P", "F", "C", "C", "F", "H", "H", "H", "H", "H", "H", "H", "H", "H", "H", "H", "H", "H", "H", "H", "H", "H", "H", "H", "H", "H", "H", "H", "Cl", "C", "Cl", "Cl", "Cl", "Cl", "C", "Cl", "Cl", "Cl", "Cl", "C", "Cl", "Cl", "Cl", "Cl", "C", "Cl", "Cl", "Cl", "Cl", "C", "Cl", "Cl", "Cl"], "coordinates": [[5.50050, -0.46305, -0.06491], [4.41554, 0.75374, 0.29135], [4.95192, 1.97574, 1.24326], [3.04356, 0.59070, -0.26107], [1.86944, -0.39494, 0.38243], [0.57679, -0.50419, -0.66898], [-0.81267, -0.99270, 0.07356], [-0.95075, -2.62719, -0.01065], [-2.04575, -0.17028, -0.65873], [-3.52989, -0.53693, -0.05236], [-4.96356, 0.44737, -0.86189], [-4.33545, 1.84253, -1.77740], [-6.04481, 1.29017, 0.52098], [-7.11828, 0.23725, 1.21331], [-6.80816, 2.37314, -0.19428], [6.57311, 0.01143, -0.07356], [5.33995, -1.27536, 0.76634], [5.15593, -0.87159, -1.12603], [4.23726, 2.90018, 1.31806], [6.00658, 2.37192, 0.85300], [5.17962, 1.52629, 2.32384], [2.74373, 1.16066, -1.26130], [2.34263, -1.48120, 0.39202], [1.52873, -0.07598, 1.45762], [0.37314, 0.59427, -1.08311], [0.81725, -1.26081, -1.53583], [-0.81233, -0.67631, 1.21125], [-0.69621, -3.03544, 1.08104], [-0.18353, -3.13852, -0.73142], [-2.01627, -3.01434, -0.30991], [-1.98193, -0.32959, -1.83262], [-1.82812, 0.98491, -0.46782], [-3.73491, -1.67534, -0.23203], [-3.50253, -0.35955, 1.11828], [-5.27870, 1.71002, 1.30838], [-6.53042, -0.71876, 1.61078], [-8.01335, -0.05889, 0.48678], [-7.63439, 0.83942, 2.10093], [-1.98599, 0.15839, -4.03949], [-0.41335, 0.31074, -4.86293], [0.85199, 0.67754, -3.66343], [-0.02404, -1.21986, -5.68775], [-0.49534, 1.62688, -6.06106], [-1.84708, -5.39727, -3.08271], [-3.11335, -5.65438, -1.85596], [-4.27876, -6.86409, -2.44995], [-2.36821, -6.23858, -0.34662], [-3.95933, -4.11757, -1.54454], [9.06716, -0.89975, 0.20746], [8.88665, -2.66688, 0.06904], [7.91716, -3.05351, -1.37492], [10.49543, -3.41862, -0.07698], [8.06687, -3.29564, 1.52062], [3.48224, 5.92708, 1.99145], [1.98665, 5.22935, 1.31999], [1.39970, 6.25455, -0.01376], [2.31925, 3.58984, 0.70680], [0.74542, 5.14592, 2.59546], [-2.21776, 3.88915, 4.69145], [-3.71335, 3.19142, 4.01999], [-4.30030, 4.21662, 2.68624], [-3.38075, 1.55191, 3.40680], [-4.95458, 3.10799, 5.29546]], "homo_ev": -6.908, "smiles": "CC(C)=CCC[C@H](C)CCP(F)[C@H](C)F.ClC(Cl)(Cl)Cl.ClC(Cl)(Cl)Cl.ClC(Cl)(Cl)Cl.ClC(Cl)(Cl)Cl.ClC(Cl)(Cl)Cl", "energy_ev": -283163.0845}

---

What did the fourth record say?
{"formula": "C17H23BN8O3OsS", "method": "ωB97M-V/def2-TZVPD", "elements": ["Os", "C", "C", "C", "C", "N", "N", "B", "N", "C", "C", "C", "C", "N", "N", "C", "C", "C", "C", "N", "N", "C", "C", "C", "C", "N", "H", "H", "H", "H", "H", "H", "H", "H", "H", "H", "H", "H", "H", "H", "H", "H", "H", "H", "H", "H", "C", "S", "O", "O", "O", "H", "H", "H"], "coordinates": [[-0.34207, -1.46354, -0.74356], [-0.17765, -3.65347, 2.01986], [0.23902, -2.23444, 2.12952], [0.84879, -1.62814, 3.21501], [1.02866, -0.30117, 2.87446], [0.54584, -0.07967, 1.64677], [0.07181, -1.27546, 1.16384], [0.41139, 1.16954, 0.73280], [-1.02821, 1.21957, 0.17986], [-2.02934, 2.09811, 0.30975], [-3.16403, 1.59491, -0.30171], [-2.81055, 0.35521, -0.80494], [-3.63456, -0.61961, -1.56645], [-1.50008, 0.13289, -0.49863], [1.36823, 0.94069, -0.45047], [2.46964, 1.52836, -0.91920], [2.96617, 0.79387, -1.98752], [2.12108, -0.27964, -2.14456], [2.18944, -1.34672, -3.17592], [1.13689, -0.20271, -1.18047], [0.67199, 2.50164, 1.48785], [0.39538, 2.86763, 2.83624], [0.67023, 4.18034, 2.97841], [1.10369, 4.61228, 1.69969], [1.51895, 5.92008, 1.22083], [1.06709, 3.52066, 0.80684], [-0.24001, -4.06793, 3.02352], [0.55623, -4.24291, 1.46643], [-1.14881, -3.76048, 1.54274], [1.12095, -2.10790, 4.14024], [1.49683, 0.48490, 3.44562], [-1.89210, 3.04130, 0.81487], [-4.12517, 2.07441, -0.38006], [-4.59278, -0.17097, -1.81566], [-3.82178, -1.51835, -0.97810], [-3.14826, -0.90423, -2.50146], [2.84562, 2.44122, -0.49128], [3.83457, 1.02553, -2.58091], [2.96324, -1.09290, -3.89608], [1.24731, -1.43712, -3.71856], [2.43794, -2.31195, -2.73746], [-0.01036, 2.15637, 3.53796], [0.57782, 4.77885, 3.87034], [1.71660, 6.61409, 2.03314], [0.70902, 6.33634, 0.59826], [2.37766, 5.83404, 0.54883], [-1.49075, -4.46390, -3.00465], [-0.81946, -4.04597, -1.44700], [0.40190, -3.12292, -1.66657], [-0.55953, -5.19431, -0.67495], [-1.72189, -2.98898, -0.77229], [-0.76510, -5.12225, -3.48480], [-1.67644, -3.56998, -3.59549], [-2.41103, -5.01521, -2.80495]], "homo_ev": [-17.144, -17.135], "charge": 3, "energy_ev": -50015.5924, "multiplicity": 2, "s2": 0.86}